Entry 1:
# C3H12NS

A cluster of 2 separate species, C3H12NS in total at a distorted geometry (ωB97M-V/def2-TZVPD, OMol25).

Geometry as XYZ:
```
17
Properties=species:S:1:pos:R:3:forces:R:3:lowdin_charge:R:1
C -0.324222 -1.605420 -1.995081 0.4 -0.3 0.3 -0.183
N 1.130384 -1.365241 -1.631591 -0.9 -0.7 0.5 -0.041
H -0.429645 -1.383242 -3.053733 -0.3 0.2 0.1 0.049
H -0.524552 -2.664619 -1.814992 0.0 0.1 -0.1 0.049
H -0.949313 -1.020447 -1.321051 0.0 0.1 -0.4 0.063
H 1.179815 -0.815964 -0.730987 0.4 -0.3 -1.1 -0.049
H 1.641980 -0.972668 -2.441531 0.3 0.6 -0.1 0.033
H 1.557576 -2.311657 -1.492556 0.3 0.0 0.3 0.034
C -0.889853 2.183613 1.435025 -0.2 -0.4 0.0 -0.172
C -0.515300 0.770809 1.820578 -0.4 -1.5 -0.6 -0.626
S 1.055089 0.131999 1.148717 0.1 0.8 1.1 0.634
H -1.154274 2.207127 0.375772 0.1 0.1 0.0 0.070
H -0.070298 2.875229 1.611162 -0.1 0.2 0.1 0.065
H -1.782530 2.450769 2.005092 0.1 0.3 0.0 0.074
H -0.570432 0.509130 2.874059 0.2 0.5 0.2 0.062
H -1.203731 0.031627 1.365654 0.0 0.5 0.1 0.055
H 1.849306 0.978955 1.845462 0.1 -0.2 -0.3 -0.118
```
Forces are in eV/Å.

Summary:
HOMO (spin up / spin down) ... -0.121 / -0.359 hartree
DFT total energy ... -574.29466 a.u.
Kohn-Sham gap (spin up / spin down) ... 3.916 / 10.257 eV
Charge ... 0
2S+1 ... 2

Entry 2:
# C7H11BCrF4NO8P2S

A structure of composition C7H11BCrF4NO8P2S at a distorted geometry (ωB97M-V/def2-TZVPD, OMol25).

Geometry as XYZ:
```
36
Properties=species:S:1:pos:R:3:forces:R:3:lowdin_charge:R:1
Cr -1.913042 -0.066369 -0.716253 -0.9 0.2 0.0 0.799
O -0.086842 0.401731 -1.567253 -0.7 -0.2 -0.1 -0.311
N 0.796758 0.758731 0.896547 -0.4 -0.2 0.1 -0.113
C 2.212358 0.517431 0.715747 0.7 0.1 -0.3 -0.392
C 2.923058 0.561031 2.035547 0.0 0.0 0.1 -0.065
C 2.279958 0.156631 3.148647 0.5 0.3 -0.2 -0.142
C 0.888858 -0.100469 3.127847 -0.3 -0.1 -0.2 -0.166
C 0.155558 0.271131 2.032647 0.3 0.2 0.6 -0.796
S -1.540442 0.380331 2.051647 -0.9 -0.3 0.0 0.639
H 2.607858 1.281031 0.030247 -0.1 -0.2 0.2 0.132
H 3.973858 0.818531 2.016747 0.0 0.0 0.1 0.076
H 2.806358 0.086331 4.095847 0.1 0.0 0.0 0.084
H 0.361658 -0.465169 3.994547 0.0 0.0 0.0 0.075
C 1.601558 -0.760469 -2.916753 -0.3 0.1 0.3 -0.079
C 0.559058 -0.736369 -1.848653 -0.1 -1.0 0.1 -0.436
O 2.458258 -0.718369 0.066747 0.2 0.0 0.0 -0.044
P -0.084842 1.858531 -0.064353 0.7 1.8 0.7 0.440
O 0.956458 2.570731 -1.058253 0.2 -0.3 -0.2 -0.122
O -0.016742 3.130931 1.042647 0.3 -0.3 -0.7 -0.195
O -1.528642 1.949631 -0.471953 -0.5 -0.6 -0.3 -0.378
P -0.176842 -2.157469 -1.008453 0.7 -0.9 -0.6 0.336
O 0.358258 -3.476869 -1.844153 -0.3 0.6 -0.2 -0.165
O 0.289958 -2.354169 0.400147 0.3 0.1 -0.1 -0.309
O -1.678042 -2.061669 -1.224453 -0.2 0.9 0.1 -0.358
H 2.250658 0.111831 -2.820853 0.1 0.0 0.0 0.070
H 1.148558 -0.735369 -3.916453 0.0 0.0 -0.1 0.069
H 2.199058 -1.665869 -2.829953 0.1 0.0 0.0 0.063
H 1.749158 -1.336269 0.347847 0.0 -0.2 0.1 0.037
H 1.197358 3.399131 -0.641853 0.1 0.4 0.2 0.068
H -0.672542 2.926731 1.713747 -0.3 -0.1 0.3 0.020
H 0.892458 -3.932169 -1.194453 0.3 -0.3 0.2 0.043
F -4.017742 -0.257069 -0.355453 0.5 0.0 0.0 0.012
B -5.421142 -0.121769 -0.722653 0.0 0.1 -0.1 -1.287
F -5.603742 -0.681269 -1.964953 0.1 -0.4 -0.8 0.128
F -6.192242 -0.768269 0.209747 -0.3 -0.5 0.7 0.134
F -5.734242 1.215031 -0.759753 0.0 1.0 0.0 0.131
```
Forces are in eV/Å.

Summary:
HOMO (spin up / spin down) ... -0.035 / -0.046 hartree
DFT total energy ... -3480.24131 a.u.
Kohn-Sham gap (spin up / spin down) ... 5.981 / 6.267 eV
Charge ... -2
2S+1 ... 6

Entry 3:
# C19H20Cl3N3O4

An isolated molecule of C19H20Cl3N3O4 (ωB97M-V/def2-TZVPD, OMol25).

Geometry as XYZ:
```
49
Properties=species:S:1:pos:R:3:forces:R:3:lowdin_charge:R:1
C -6.211627 -3.954249 1.950851 0.0 0.0 0.0 -0.111
H -7.001225 -4.022089 1.195668 0.0 0.0 0.0 0.085
O -6.033331 -2.635372 2.411445 -0.1 0.1 0.1 -0.188
C -5.457950 -1.762160 1.474905 0.0 0.2 -0.2 -0.215
C -6.402858 -1.382160 0.318946 0.0 -0.4 0.2 -0.148
N -5.825463 -0.342053 -0.495752 -0.2 0.1 0.6 0.073
C -5.210236 -0.604445 -1.661581 0.2 0.6 -0.2 -0.465
O -5.189620 -1.689175 -2.201607 0.1 -0.3 -0.2 0.069
C -4.546694 0.635581 -2.288455 -0.4 -0.1 -0.2 -0.056
H -5.252874 1.473467 -2.282910 0.1 -0.1 0.0 0.136
H -4.240945 0.393922 -3.307448 -0.1 0.0 0.2 0.137
O -3.352400 1.007091 -1.609268 0.3 0.0 0.1 0.011
C -3.459992 1.763524 -0.505719 -0.4 0.0 0.0 -0.479
O -4.531351 2.095246 -0.032886 0.2 0.1 -0.1 0.076
C -2.175456 2.151150 0.065422 0.4 0.0 0.0 0.023
C -0.996835 1.756675 -0.442395 -0.5 0.0 0.0 -0.006
C 0.305020 2.086619 0.049392 0.8 -0.1 0.0 -0.163
C 1.500334 1.622570 -0.505005 -0.4 0.2 0.3 -0.604
N 2.516057 2.135704 0.209168 -0.6 -0.2 -0.5 -0.181
N 2.058920 2.911076 1.194957 0.1 0.6 0.6 0.120
C 0.744313 2.904609 1.131553 0.1 -0.3 -0.4 -0.282
C -0.055743 3.684707 2.107318 0.1 0.0 0.0 -0.027
H 0.623004 4.204839 2.777407 0.0 0.0 0.1 0.080
H -0.695545 3.024430 2.690368 -0.1 0.0 0.1 0.085
H -0.681479 4.412617 1.593972 -0.1 0.1 0.0 0.085
C 3.932987 1.936928 0.036755 0.4 0.0 0.0 -0.107
C 4.302046 0.482316 -0.090934 0.1 -0.1 0.2 -0.280
C 4.999027 0.026024 -1.203092 0.0 0.0 0.2 -0.059
C 5.343293 -1.304495 -1.347545 0.0 -0.1 0.0 -0.096
C 4.978631 -2.207260 -0.360197 -0.1 0.4 0.0 -0.671
C 4.286697 -1.784454 0.763153 0.0 0.0 0.0 -0.121
C 3.957327 -0.444357 0.892136 0.2 -0.1 -0.3 -0.594
Cl 3.107752 0.061152 2.308736 0.0 -0.1 0.2 0.761
H 4.007232 -2.486761 1.531569 0.0 -0.1 0.1 0.106
Cl 5.389246 -3.871665 -0.523418 0.1 -0.2 0.0 0.694
H 5.882636 -1.641381 -2.217874 0.1 -0.1 -0.1 0.108
H 5.273905 0.728625 -1.975348 0.0 0.1 -0.1 0.118
H 4.397094 2.377476 0.924089 -0.1 0.0 -0.2 0.134
H 4.273705 2.481010 -0.850455 0.0 0.0 0.1 0.132
Cl 1.752158 0.598140 -1.840322 -0.2 0.0 -0.1 0.815
H -1.003300 1.118253 -1.316718 -0.1 0.0 -0.1 0.109
H -2.254474 2.778952 0.937177 0.0 0.0 0.1 0.102
H -5.720191 0.582930 -0.089510 0.0 -0.1 -0.3 0.112
H -6.573653 -2.241633 -0.333195 -0.1 0.1 0.1 0.116
H -7.355412 -1.037441 0.730078 0.0 -0.1 0.0 0.131
H -4.535351 -2.193236 1.056810 0.0 0.1 0.0 0.128
H -5.202132 -0.860666 2.040114 0.1 0.0 -0.1 0.127
H -5.282064 -4.353912 1.529444 0.0 0.0 0.0 0.092
H -6.497935 -4.542926 2.820473 0.0 -0.1 -0.1 0.088
```
Forces are in eV/Å.

Summary:
HOMO ... -0.327 hartree
DFT total energy ... -2581.83104 a.u.
Kohn-Sham gap ... 8.882 eV
Charge ... 0
2S+1 ... 1

Entry 4:
# C14H42BF4O7S7Y

A structure of composition C14H42BF4O7S7Y at a distorted geometry (ωB97M-V/def2-TZVPD, OMol25).

Geometry as XYZ:
```
76
Properties=species:S:1:pos:R:3:forces:R:3:lowdin_charge:R:1
Y -19.801825 6.184086 1.677613 -1.1 -0.8 0.6 1.527
B -18.654287 7.493816 -0.650969 0.4 1.2 0.0 -1.024
F -19.126612 8.827247 -0.854866 0.6 -2.3 0.0 0.115
F -17.734966 6.910943 -1.484055 -0.9 0.7 0.2 0.186
F -18.080188 7.461274 0.718416 -0.9 -0.3 -0.9 0.005
F -19.849039 6.558654 -0.558213 0.8 1.1 0.0 -0.051
C -19.846875 1.540213 0.044741 -1.1 -0.3 -0.7 -0.244
S -19.113719 3.153270 -0.138135 0.3 1.2 -1.5 0.911
O -20.060145 4.120317 0.578766 0.3 -0.3 0.3 -0.661
C -19.423545 3.624504 -1.911639 -0.9 0.3 1.1 -0.177
H -19.414925 1.171214 1.002015 -0.5 0.0 -0.6 0.025
H -19.631510 0.848414 -0.832367 0.0 1.0 1.1 0.095
H -20.961260 1.746082 0.072526 1.2 -0.5 0.2 0.088
H -19.153863 2.866973 -2.603478 0.8 -0.7 -0.5 0.045
H -18.984253 4.607889 -2.141866 0.1 -0.6 0.4 0.057
H -20.506672 3.714373 -2.007197 -0.1 0.1 0.3 0.067
C -12.764708 6.946235 4.585595 1.5 1.5 -0.1 -0.265
S -14.072908 7.907928 3.878808 -1.0 -1.0 -0.2 0.842
O -15.383156 7.436163 4.491701 0.8 0.6 -0.1 -0.585
C -13.570662 9.487023 4.514581 0.1 0.8 0.0 -0.264
H -12.718232 6.018364 4.100216 -0.3 -1.5 -0.5 0.025
H -12.668449 6.858070 5.670924 -0.5 0.2 -0.1 0.081
H -11.867863 7.460411 4.182323 -0.2 -0.1 0.4 0.073
H -14.421230 10.185126 4.394454 0.4 -0.4 0.5 0.060
H -12.795396 9.890556 3.842136 -0.1 -0.4 0.2 0.069
H -13.145798 9.382613 5.521591 -0.5 0.4 -0.1 0.069
C -17.073363 4.770477 4.875921 1.1 -0.1 0.4 -0.226
S -17.419981 4.254720 3.251287 -0.2 0.1 -1.5 0.934
O -17.980780 5.603113 2.735702 -0.2 -0.5 -0.3 -0.659
C -15.877874 4.221058 2.251644 -1.2 1.8 1.9 -0.155
H -18.043156 5.161339 5.133779 -0.4 0.1 0.4 0.055
H -16.368918 5.620222 4.792613 -0.1 -0.5 0.5 0.036
H -16.818300 3.912016 5.523934 0.2 0.6 -0.3 0.085
H -15.508446 5.256325 2.330491 0.1 -0.5 0.0 0.067
H -16.270890 4.052927 1.281033 0.0 -0.5 -1.0 0.028
H -15.231249 3.501499 2.674112 0.9 -0.9 0.0 0.051
C -21.412447 2.085909 3.929159 1.4 1.7 -0.7 -0.200
S -21.967566 3.680584 3.190492 1.0 -0.3 0.9 0.918
O -20.657531 4.520339 3.270717 -1.2 0.1 -0.2 -0.660
C -22.917748 4.233538 4.656508 0.7 -0.8 -0.2 -0.223
H -21.231543 2.198234 4.978832 -0.1 0.2 0.6 0.060
H -20.454661 1.878954 3.467624 0.5 0.3 -0.2 0.021
H -21.942681 1.221686 3.706611 -1.8 -1.2 -0.4 0.041
H -23.260176 5.261798 4.467443 0.0 -0.5 0.2 0.056
H -22.096213 4.161061 5.404016 -1.0 0.4 -0.1 0.061
H -23.734082 3.486149 4.870599 0.8 0.9 -0.3 0.089
C -19.873667 10.632229 2.801799 0.4 -0.1 -0.7 -0.229
S -19.531364 9.203537 3.790013 -1.1 -0.1 0.1 0.973
O -19.772723 8.030529 2.839987 0.6 0.3 0.5 -0.647
C -17.798865 9.544925 4.090728 -0.4 -1.5 -0.5 -0.222
H -19.809340 11.419750 3.531429 0.2 0.8 -0.1 0.060
H -20.843961 10.625441 2.336971 -0.7 -0.3 0.4 0.058
H -19.197833 10.700410 1.937163 0.3 0.1 0.6 0.084
H -17.318171 9.638020 3.128563 0.4 0.3 -0.1 0.070
H -17.380874 8.707934 4.651254 0.1 0.0 -0.1 0.041
H -17.796073 10.408223 4.721549 0.1 0.8 0.2 0.065
C -16.831752 -1.641042 3.223224 0.3 -0.9 2.4 -0.250
S -18.542444 -1.070030 3.490383 0.9 1.0 -0.7 0.859
O -18.460631 0.424340 3.214844 -0.4 -0.5 0.2 -0.611
C -19.195254 -1.775753 1.981467 0.5 -0.5 -0.5 -0.280
H -16.168373 -0.897967 3.707146 -0.5 -0.4 0.0 0.062
H -16.566668 -1.696508 2.211299 0.1 0.1 -1.6 0.025
H -16.650920 -2.664559 3.689421 -0.4 1.3 -0.5 0.088
H -18.693689 -1.303439 1.101858 -0.3 -0.4 0.8 0.069
H -20.266648 -1.680781 1.925142 -0.4 0.4 0.1 0.043
H -19.019246 -2.857173 2.029778 0.2 0.2 -0.2 0.066
C -22.764907 8.712296 -0.550931 -0.7 -2.5 1.3 -0.130
S -23.053265 6.974499 0.139756 2.0 0.5 -0.3 0.936
O -22.081734 6.852078 1.351406 -0.2 0.0 -0.8 -0.650
C -24.582638 7.233893 0.890207 -1.2 0.0 2.1 -0.286
H -21.706152 8.736503 -0.604222 1.0 0.4 -0.5 0.022
H -23.163374 9.308486 0.239501 -0.1 0.8 0.2 0.042
H -23.307075 8.755637 -1.475799 0.0 0.3 -0.5 0.065
H -25.407009 7.095213 0.191678 0.1 0.2 0.0 0.077
H -24.613378 8.188270 1.439581 -0.1 0.0 -0.6 0.075
H -24.661413 6.505598 1.728924 0.0 0.0 -0.9 0.072
```
Forces are in eV/Å.

Summary:
HOMO ... -0.488 hartree
DFT total energy ... -4335.02939 a.u.
Kohn-Sham gap ... 9.570 eV
Charge ... +2
2S+1 ... 1

Entry 5:
# C3H3N2

A structure of composition C3H3N2 at a distorted geometry (ωB97M-V/def2-TZVPD, OMol25).

Geometry as XYZ:
```
8
Properties=species:S:1:pos:R:3:forces:R:3:lowdin_charge:R:1
C 1.260250 1.012138 -0.101479 5.0 0.3 0.0 0.212
C 1.252434 -1.017599 -0.189257 2.3 -0.8 0.6 0.227
C -0.552412 0.023333 -0.100990 -6.1 -1.7 0.0 -0.098
N 0.073380 1.223116 0.214100 -0.9 -2.5 -0.9 0.072
N 0.083549 -1.241954 0.240896 0.6 4.0 -0.8 0.078
H -1.217351 -0.161056 -0.964417 -0.1 1.0 0.8 0.164
H -0.371582 2.105925 0.309426 -0.7 1.1 0.1 0.174
H -0.528268 -1.943900 0.591722 -0.2 -1.4 0.1 0.171
```
Forces are in eV/Å.

Summary:
HOMO (spin up / spin down) ... -0.499 / -0.580 hartree
DFT total energy ... -225.00692 a.u.
Kohn-Sham gap (spin up / spin down) ... 7.889 / 7.623 eV
Charge ... +1
2S+1 ... 3

Copy entry 2 word for word.
# C7H11BCrF4NO8P2S

A structure of composition C7H11BCrF4NO8P2S at a distorted geometry (ωB97M-V/def2-TZVPD, OMol25).

Geometry as XYZ:
```
36
Properties=species:S:1:pos:R:3:forces:R:3:lowdin_charge:R:1
Cr -1.913042 -0.066369 -0.716253 -0.9 0.2 0.0 0.799
O -0.086842 0.401731 -1.567253 -0.7 -0.2 -0.1 -0.311
N 0.796758 0.758731 0.896547 -0.4 -0.2 0.1 -0.113
C 2.212358 0.517431 0.715747 0.7 0.1 -0.3 -0.392
C 2.923058 0.561031 2.035547 0.0 0.0 0.1 -0.065
C 2.279958 0.156631 3.148647 0.5 0.3 -0.2 -0.142
C 0.888858 -0.100469 3.127847 -0.3 -0.1 -0.2 -0.166
C 0.155558 0.271131 2.032647 0.3 0.2 0.6 -0.796
S -1.540442 0.380331 2.051647 -0.9 -0.3 0.0 0.639
H 2.607858 1.281031 0.030247 -0.1 -0.2 0.2 0.132
H 3.973858 0.818531 2.016747 0.0 0.0 0.1 0.076
H 2.806358 0.086331 4.095847 0.1 0.0 0.0 0.084
H 0.361658 -0.465169 3.994547 0.0 0.0 0.0 0.075
C 1.601558 -0.760469 -2.916753 -0.3 0.1 0.3 -0.079
C 0.559058 -0.736369 -1.848653 -0.1 -1.0 0.1 -0.436
O 2.458258 -0.718369 0.066747 0.2 0.0 0.0 -0.044
P -0.084842 1.858531 -0.064353 0.7 1.8 0.7 0.440
O 0.956458 2.570731 -1.058253 0.2 -0.3 -0.2 -0.122
O -0.016742 3.130931 1.042647 0.3 -0.3 -0.7 -0.195
O -1.528642 1.949631 -0.471953 -0.5 -0.6 -0.3 -0.378
P -0.176842 -2.157469 -1.008453 0.7 -0.9 -0.6 0.336
O 0.358258 -3.476869 -1.844153 -0.3 0.6 -0.2 -0.165
O 0.289958 -2.354169 0.400147 0.3 0.1 -0.1 -0.309
O -1.678042 -2.061669 -1.224453 -0.2 0.9 0.1 -0.358
H 2.250658 0.111831 -2.820853 0.1 0.0 0.0 0.070
H 1.148558 -0.735369 -3.916453 0.0 0.0 -0.1 0.069
H 2.199058 -1.665869 -2.829953 0.1 0.0 0.0 0.063
H 1.749158 -1.336269 0.347847 0.0 -0.2 0.1 0.037
H 1.197358 3.399131 -0.641853 0.1 0.4 0.2 0.068
H -0.672542 2.926731 1.713747 -0.3 -0.1 0.3 0.020
H 0.892458 -3.932169 -1.194453 0.3 -0.3 0.2 0.043
F -4.017742 -0.257069 -0.355453 0.5 0.0 0.0 0.012
B -5.421142 -0.121769 -0.722653 0.0 0.1 -0.1 -1.287
F -5.603742 -0.681269 -1.964953 0.1 -0.4 -0.8 0.128
F -6.192242 -0.768269 0.209747 -0.3 -0.5 0.7 0.134
F -5.734242 1.215031 -0.759753 0.0 1.0 0.0 0.131
```
Forces are in eV/Å.

Summary:
HOMO (spin up / spin down) ... -0.035 / -0.046 hartree
DFT total energy ... -3480.24131 a.u.
Kohn-Sham gap (spin up / spin down) ... 5.981 / 6.267 eV
Charge ... -2
2S+1 ... 6

Please write out number 5 again, unchanged.
# C3H3N2

A structure of composition C3H3N2 at a distorted geometry (ωB97M-V/def2-TZVPD, OMol25).

Geometry as XYZ:
```
8
Properties=species:S:1:pos:R:3:forces:R:3:lowdin_charge:R:1
C 1.260250 1.012138 -0.101479 5.0 0.3 0.0 0.212
C 1.252434 -1.017599 -0.189257 2.3 -0.8 0.6 0.227
C -0.552412 0.023333 -0.100990 -6.1 -1.7 0.0 -0.098
N 0.073380 1.223116 0.214100 -0.9 -2.5 -0.9 0.072
N 0.083549 -1.241954 0.240896 0.6 4.0 -0.8 0.078
H -1.217351 -0.161056 -0.964417 -0.1 1.0 0.8 0.164
H -0.371582 2.105925 0.309426 -0.7 1.1 0.1 0.174
H -0.528268 -1.943900 0.591722 -0.2 -1.4 0.1 0.171
```
Forces are in eV/Å.

Summary:
HOMO (spin up / spin down) ... -0.499 / -0.580 hartree
DFT total energy ... -225.00692 a.u.
Kohn-Sham gap (spin up / spin down) ... 7.889 / 7.623 eV
Charge ... +1
2S+1 ... 3